(1)
The following is a quantum chemistry calculation of 8 unconnected molecules or ions with the total composition C22H39N5O3S3, from the Open Molecules 2025 dataset.

Structure (ORCA input):
```
! wB97M-V def2-TZVPD RIJCOSX def2/J DEFGRID3
* xyz 1 2
C 4.344 2.141 0.408
S 4.349 3.846 -0.213
O 5.642 4.064 -1.028
C 3.054 3.496 -1.541
H 3.301 1.858 0.548
H 4.774 2.279 1.400
H 4.854 1.541 -0.347
H 2.167 2.995 -1.155
H 3.545 2.799 -2.221
H 2.742 4.408 -2.050
C -0.474 -3.509 -1.815
S -0.096 -2.235 -3.143
O 0.946 -2.940 -3.980
C 0.643 -1.134 -1.845
H -0.993 -4.390 -2.194
H -1.060 -3.168 -0.962
H 0.415 -3.821 -1.267
H 1.629 -1.585 -1.734
H 0.110 -1.250 -0.901
H 0.621 -0.074 -2.095
C -2.175 -3.625 3.904
S -2.414 -1.843 3.587
O -1.200 -1.465 2.783
C -1.928 -1.135 5.205
H -2.989 -4.049 4.492
H -1.177 -3.896 4.248
H -2.239 -4.221 2.994
H -2.650 -1.285 6.008
H -1.840 -0.051 5.135
H -0.913 -1.397 5.503
C 0.306 5.163 -0.294
C 0.890 4.666 0.976
N 1.356 4.274 1.971
H 0.814 6.091 -0.552
H -0.761 5.370 -0.211
H 0.562 4.396 -1.025
C 0.179 0.840 1.100
C -0.491 1.670 0.074
N -1.021 2.265 -0.802
H -0.557 0.570 1.858
H 0.923 1.461 1.597
H 0.606 -0.075 0.687
N -3.937 -1.803 0.307
C -2.920 -0.924 0.073
C -3.075 -0.461 -1.212
C -3.988 -1.348 -1.784
C -4.510 -2.195 -0.801
H -4.083 -2.124 1.253
H -2.356 -0.605 0.937
H -2.467 0.258 -1.741
H -4.187 -1.231 -2.840
H -5.364 -2.850 -0.716
N 1.720 -1.793 3.311
C 2.129 -2.607 4.318
C 3.520 -2.720 4.279
C 3.877 -1.972 3.142
C 2.774 -1.513 2.481
H 0.767 -1.500 3.146
H 1.425 -3.011 5.029
H 4.035 -3.367 4.972
H 4.887 -1.830 2.788
H 2.658 -0.945 1.570
N -2.250 1.248 -5.935
C -2.327 0.976 -4.592
C -1.142 1.427 -4.035
C -0.449 2.113 -4.999
C -1.123 2.023 -6.187
H -2.958 0.964 -6.597
H -3.173 0.377 -4.290
H -0.902 1.318 -2.987
H 0.504 2.596 -4.845
H -0.882 2.456 -7.146
*
```

Orbital gap (spin up / spin down): 6.6 / 2.5 eV
E_tot: -2555.24713 hartree
Expectation value of S²: 0.763
Largest force on an atom: 3.898 eV Å⁻¹



(2)
The following is a quantum chemistry calculation of a molecular structure, C52H40N6OP2S2Ti, from the Open Molecules 2025 dataset.

Structure (ORCA input):
```
! wB97M-V def2-TZVPD RIJCOSX def2/J DEFGRID3
* xyz 4 1
Ti 0.144 -0.766 -0.221
O 1.992 -0.694 2.720
S 0.978 0.122 2.039
C 1.534 1.772 1.866
C 1.543 2.617 2.964
C 2.120 3.873 2.817
C 2.670 4.251 1.599
C 2.656 3.386 0.506
C 2.087 2.128 0.633
P 2.029 0.952 -0.738
C 3.381 -0.214 -0.513
C 3.654 -1.098 -1.570
C 4.712 -1.986 -1.475
C 5.511 -1.988 -0.331
C 5.263 -1.092 0.702
C 4.201 -0.202 0.617
C 2.407 1.807 -2.275
C 1.438 2.368 -3.112
C 1.813 3.095 -4.230
C 3.161 3.274 -4.519
C 4.130 2.719 -3.695
C 3.760 1.983 -2.579
C -0.471 0.179 3.037
C -0.316 -0.089 4.388
C -1.437 0.024 5.205
C -2.658 0.405 4.667
C -2.795 0.652 3.302
C -1.696 0.521 2.459
P -1.712 0.907 0.695
C -3.387 0.699 0.081
C -4.283 -0.179 0.694
C -5.592 -0.255 0.245
C -6.003 0.520 -0.834
C -5.108 1.378 -1.462
C -3.804 1.481 -1.000
C -1.376 2.671 0.543
C -0.874 3.184 -0.644
C -0.799 4.553 -0.849
C -1.235 5.418 0.147
C -1.736 4.912 1.342
C -1.812 3.540 1.543
H 1.113 2.316 3.911
H 2.139 4.555 3.657
H 3.117 5.231 1.496
H 3.080 3.704 -0.438
H 3.087 -1.043 -2.490
H 4.942 -2.653 -2.296
H 6.350 -2.668 -0.263
H 5.911 -1.071 1.568
H 4.027 0.495 1.426
H 0.389 2.246 -2.913
H 1.058 3.523 -4.877
H 3.455 3.844 -5.391
H 5.179 2.858 -3.921
H 4.530 1.551 -1.949
H 0.650 -0.375 4.784
H -1.349 -0.173 6.266
H -3.521 0.511 5.312
H -3.757 0.957 2.913
H -3.975 -0.796 1.529
H -6.296 -0.910 0.741
H -7.029 0.468 -1.175
H -5.435 1.992 -2.290
H -3.137 2.202 -1.457
H -0.548 2.516 -1.424
H -0.408 4.943 -1.781
H -1.190 6.488 -0.009
H -2.079 5.588 2.113
H -2.217 3.164 2.475
S -2.795 -6.021 3.998
N -3.465 -5.242 2.762
C -2.500 -4.503 2.223
C -2.634 -3.659 1.051
C -3.748 -3.674 0.195
C -3.730 -2.904 -0.944
C -2.655 -2.048 -1.170
N -1.586 -2.027 -0.374
C -1.542 -2.890 0.680
C -0.240 -3.083 1.309
N 0.834 -2.459 0.709
C 2.073 -2.807 1.101
C 2.297 -3.756 2.089
C 1.230 -4.310 2.750
C -0.078 -3.977 2.350
C -1.260 -4.641 2.867
N -1.284 -5.484 3.894
H -4.588 -4.318 0.430
H -4.552 -2.914 -1.646
H -2.657 -1.364 -2.008
H 2.894 -2.308 0.612
H 3.316 -4.017 2.338
H 1.371 -5.030 3.547
C 0.688 -3.062 -5.253
N 0.378 -2.091 -4.176
C -0.443 -0.992 -4.299
C -0.479 -0.398 -3.084
N 0.321 -1.135 -2.210
C 0.808 -2.155 -2.922
H 0.701 -2.526 -6.197
H -0.069 -3.840 -5.271
H 1.671 -3.484 -5.065
H -0.905 -0.726 -5.236
H -1.008 0.491 -2.784
H 1.457 -2.931 -2.550
*
```

Orbital gap: 6.3 eV
E_tot: -4736.65439 hartree
Largest force on an atom: 0.521 eV Å⁻¹



(3)
The following is a quantum chemistry calculation of a molecular structure, C22H44N3OP3PdS, from the Open Molecules 2025 dataset.

Structure (ORCA input):
```
! wB97M-V def2-TZVPD RIJCOSX def2/J DEFGRID3
* xyz 4 5
Pd 0.532 1.044 -0.938
P 2.018 1.250 0.813
P -1.501 1.852 -0.116
P 1.384 2.331 -3.009
H -1.211 -3.646 0.995
C -0.112 -3.638 0.761
C 0.774 -3.199 1.661
H 0.451 -2.647 2.543
C 2.187 0.331 2.370
C 1.921 2.939 1.491
C 3.712 1.136 0.168
C -3.000 0.969 -0.666
C -1.600 1.709 1.706
C -1.771 3.648 -0.433
C 2.731 1.359 -3.807
C 2.164 3.902 -2.500
C 0.101 2.874 -4.275
H 0.051 -4.166 -0.215
H 1.830 -3.127 1.389
H 2.235 -0.747 2.172
H 1.372 0.556 3.080
H 3.138 0.633 2.842
H 1.162 2.987 2.266
H 1.698 3.678 0.728
H 2.879 3.175 1.955
H 3.864 0.126 -0.229
H 4.378 1.287 1.028
H 3.906 1.892 -0.600
H -3.708 1.630 -1.173
H -3.533 0.517 0.166
H -2.711 0.172 -1.350
H -2.075 2.588 2.165
H -0.570 1.632 2.057
H -2.095 0.786 2.047
H -2.678 4.045 0.048
H -1.812 3.867 -1.504
H -0.905 4.177 -0.019
H 2.541 1.130 -4.862
H 2.817 0.409 -3.253
H 3.664 1.928 -3.687
H 2.710 4.359 -3.343
H 2.863 3.730 -1.666
H 1.398 4.602 -2.137
H 0.282 2.419 -5.263
H 0.113 3.963 -4.354
H -0.901 2.573 -3.921
C -0.408 -1.951 -4.051
C -1.618 -2.139 -4.785
C -1.682 -3.154 -5.743
C -0.627 -4.100 -5.814
C 0.411 -4.067 -4.868
C 0.478 -3.040 -3.933
S -0.197 -0.398 -3.413
H 0.221 -0.022 0.265
H -2.415 -1.424 -4.637
H -2.570 -3.249 -6.359
H -0.690 -4.929 -6.524
H 1.152 -4.848 -4.789
H 1.226 -2.928 -3.171
C -0.324 -0.821 6.858
N -1.001 -1.289 5.678
C -1.544 -2.507 5.601
C -2.171 -2.947 4.461
C -2.235 -2.019 3.388
N -1.684 -0.821 3.404
C -0.918 -0.470 4.488
O -0.202 0.537 4.477
N -2.841 -2.426 2.225
H 0.747 -0.766 6.676
H -0.516 -1.473 7.704
H -0.691 0.175 7.087
H -1.467 -3.111 6.504
H -2.577 -3.958 4.367
H -3.503 -3.184 2.244
H -3.047 -1.708 1.532
*
```

Orbital gap (spin up / spin down): 7.7 / 5.3 eV
E_tot: -2652.73880 hartree
Energy relative to the best compared isomer or geometry (same formula, charge and spin): 0.000 eV
Expectation value of S²: 6.061
Largest force on an atom: 2.639 eV Å⁻¹



(4)
The following is a quantum chemistry calculation of a molecular structure, C35H33ClN4Si2Tl, from the Open Molecules 2025 dataset.

Structure (ORCA input):
```
! wB97M-V def2-TZVPD RIJCOSX def2/J DEFGRID3
* xyz 1 1
C 1.339 -1.768 0.443
C 0.557 -2.166 -0.678
C 1.345 -1.992 -1.853
H -0.456 -2.569 -0.639
C 2.622 -1.484 -1.453
C 2.611 -1.336 -0.034
H 3.435 -0.979 0.583
H 1.049 -1.842 1.485
H 1.042 -2.244 -2.871
H 3.467 -1.282 -2.112
Tl 0.691 1.178 -1.710
Si -0.944 1.587 -6.034
C -2.812 1.815 -6.507
C -3.409 3.078 -6.540
H -2.849 3.961 -6.224
C -4.722 3.239 -7.007
H -5.182 4.225 -6.982
C -5.437 2.131 -7.468
H -6.462 2.253 -7.832
C -4.834 0.869 -7.469
H -5.387 0.000 -7.832
C -3.538 0.709 -6.954
H -3.091 -0.289 -6.929
C -0.259 2.844 -7.286
C -0.837 2.735 -8.570
H -1.484 1.885 -8.804
C -0.693 3.746 -9.522
H -1.205 3.660 -10.480
C 0.095 4.868 -9.240
H 0.174 5.678 -9.965
C 0.773 4.929 -8.023
H 1.410 5.777 -7.794
C 0.640 3.900 -7.084
H 1.233 3.987 -6.180
H -0.608 0.248 -6.581
Si -3.811 3.008 -2.894
C -2.028 2.726 -3.450
C -1.505 1.523 -4.026
H -2.048 0.579 -3.901
C -0.094 1.435 -4.413
H 0.419 0.459 -4.347
C 0.693 2.652 -4.376
H 1.717 2.606 -4.757
C 0.125 3.804 -3.876
H 0.700 4.734 -3.877
C -1.179 3.827 -3.364
H -1.521 4.739 -2.864
C -4.620 1.373 -3.258
C -4.080 0.161 -2.799
H -3.232 0.163 -2.108
C -4.609 -1.056 -3.244
H -4.150 -1.989 -2.917
C -5.714 -1.077 -4.096
H -6.132 -2.026 -4.444
C -6.307 0.134 -4.470
H -7.181 0.131 -5.118
C -5.772 1.352 -4.043
H -6.236 2.296 -4.335
H -4.463 4.092 -3.514
Cl -3.862 3.377 -0.871
N -1.536 0.167 2.617
C -2.574 -0.426 1.925
C -2.272 -0.275 0.588
N -1.073 0.402 0.453
C -0.639 0.647 1.700
C 0.609 1.290 2.084
N 1.588 1.714 1.272
C 2.574 2.229 2.092
C 2.188 2.132 3.414
N 0.942 1.535 3.397
H -1.451 0.220 3.632
H -3.413 -0.894 2.404
H -2.828 -0.607 -0.276
H 3.491 2.638 1.693
H 2.684 2.427 4.323
H 0.371 1.322 4.210
*
```

Orbital gap (spin up / spin down): 4.7 / 2.8 eV
E_tot: -2783.90771 hartree
Energy relative to the best compared isomer or geometry (same formula, charge and spin): 1.165 eV
Largest force on an atom: 6.275 eV Å⁻¹